1.
Entry from OMol25: a cluster of 2 separate species, C6H11N in total (ωB97M-V/def2-TZVPD).

Output
maximum force	1.77	eV/A
orbital gap	9.9	eV
highest occupied orbital energy	-9.674	eV
calculated total energy	-7887.4496	eV

Each line ends with the Mulliken charge.
Element x y z (Å)
1 C -0.779 -1.975 -0.082  -1.2493
2 C -0.540 -0.749 -0.956  -0.4816
3 C -0.050 0.497 -0.182  0.8873
4 C 0.135 1.712 -1.104  -1.5438
5 C 1.543 0.246 1.296  -0.7564
6 C -0.869 0.805 0.991  0.0683
7 N -1.250 1.005 2.071  -0.5524
8 H 0.138 -2.247 0.446  0.2648
9 H -1.085 -2.832 -0.689  0.3988
10 H -1.562 -1.798 0.666  0.3350
11 H -1.466 -0.544 -1.537  0.3238
12 H 0.228 -0.952 -1.705  0.3414
13 H -0.744 1.965 -1.731  0.3636
14 H 0.375 2.606 -0.523  0.3694
15 H 0.958 1.489 -1.782  0.3940
16 H 1.401 1.293 1.555  0.2910
17 H 0.945 -0.520 1.788  0.2699
18 H 2.620 -0.001 1.478  0.2763



2.
Entry from OMol25: an isolated molecule of C6H11N (ωB97M-V/def2-TZVPD).

Output
maximum force	5.22	eV/A
orbital gap	9.9	eV
highest occupied orbital energy	-8.797	eV
calculated total energy	-7887.9378	eV
SMILES	C=C/C=C/CCN

Each line ends with the Mulliken charge.
Element x y z (Å)
1 C -0.701 3.449 -0.723  -0.7728
2 C -1.138 2.311 -0.229  -0.1592
3 C -0.291 1.251 0.325  -0.0712
4 C -0.690 0.002 0.508  -0.2445
5 C 0.065 -1.237 0.861  -0.6898
6 C 0.444 -2.263 -0.150  -0.4349
7 N 1.795 -2.387 -0.742  -0.5757
8 H 0.357 3.741 -0.844  0.2602
9 H -1.324 4.338 -0.848  0.2546
10 H -2.227 2.025 -0.182  0.2367
11 H 0.551 1.692 0.828  0.3159
12 H -1.647 -0.271 0.050  0.2599
13 H 0.966 -0.767 1.366  0.2784
14 H -0.435 -1.728 1.699  0.3380
15 H -0.203 -1.947 -1.086  0.1892
16 H -0.060 -3.213 0.054  0.3361
17 H 2.450 -1.684 -0.430  0.2398
18 H 2.087 -3.308 -0.457  0.2392



3.
Entry from OMol25: the ion C6H11N with charge +1 (ωB97M-V/def2-TZVPD).

Output
maximum force	3.12	eV/A
multiplicity	2
orbital gap (alpha / beta)	10.2 / 4.8	eV
highest occupied orbital energy (alpha / beta)	-13.768 / -13.683	eV
net charge	+1
calculated total energy	-7879.7199	eV

Each line ends with the Mulliken charge.
Element x y z (Å)
1 C -1.351 0.120 0.863  -0.2099
2 C -0.683 -1.011 0.141  -0.7301
3 C 0.606 -0.551 -0.607  0.3722
4 C 0.580 -0.348 -1.918  -0.8344
5 C 1.964 0.801 1.053  -0.6925
6 C 1.711 -0.296 0.342  -0.2947
7 N -2.154 0.923 -0.049  -0.1344
8 H -2.029 -0.221 1.642  0.3515
9 H -0.663 0.786 1.388  0.2147
10 H -1.384 -1.335 -0.648  0.4150
11 H -0.513 -1.891 0.759  0.3907
12 H -0.291 -0.531 -2.537  0.3115
13 H 1.316 0.272 -2.391  0.3064
14 H 2.758 0.799 1.796  0.2722
15 H 1.323 1.682 1.063  0.2882
16 H 2.333 -1.199 0.461  0.3223
17 H -1.901 1.888 -0.266  0.3243
18 H -3.154 0.825 0.134  0.3269



4.
Entry from OMol25: the ion C6H11N2 with charge +1 (ωB97M-V/def2-TZVPD).

Output
maximum force	7.80	eV/A
orbital gap	9.5	eV
highest occupied orbital energy	-13.580	eV
net charge	+1
calculated total energy	-9371.8103	eV
SMILES	CC[C@@H]1C=CNC=[NH+]1

Each line ends with the Mulliken charge.
Element x y z (Å)
1 C 1.794 0.130 -0.898  -0.9748
2 C 1.508 0.066 0.620  -0.5794
3 C 0.000 0.063 0.924  -0.0457
4 C -0.638 -1.489 0.648  -0.6651
5 C -1.781 -1.327 -0.016  -0.1887
6 N -2.424 -0.109 -0.294  -0.0769
7 C -1.872 1.097 -0.101  -0.0864
8 N -0.691 1.396 0.373  -0.0992
9 H 2.992 0.226 -1.089  0.3133
10 H 1.320 1.003 -1.468  0.2732
11 H 1.404 -0.813 -1.481  0.2639
12 H 1.902 0.900 1.172  0.3855
13 H 1.891 -0.870 1.118  0.3464
14 H -0.125 0.101 2.025  0.3252
15 H -0.245 -2.264 1.186  0.5093
16 H -2.506 -2.155 -0.377  0.3255
17 H -3.275 -0.222 -0.742  0.2322
18 H -2.528 1.861 -0.244  0.4668
19 H -0.359 2.342 0.604  0.2748



5.
Entry from OMol25: the ion C6H11N2 with charge +1 (ωB97M-V/def2-TZVPD).

Output
maximum force	7.07	eV/A
orbital gap	6.8	eV
highest occupied orbital energy	-12.103	eV
net charge	+1
calculated total energy	-9367.7196	eV
SMILES	C=[N+](C)CC1=CN1C

Each line ends with the Mulliken charge.
Element x y z (Å)
1 C -2.511 -1.015 -0.756  -0.0450
2 N -1.577 -0.432 -0.051  0.1689
3 C -1.549 0.978 0.007  -0.9430
4 C -0.643 -1.085 0.722  -0.5925
5 C 0.862 -0.611 0.023  -0.0531
6 C 1.881 -0.921 -0.682  -0.0144
7 N 1.520 0.553 -0.516  -0.3222
8 C 2.498 1.201 0.341  -0.8068
9 H -2.489 -2.013 -0.868  0.2868
10 H -3.300 -0.539 -1.314  0.2572
11 H -2.508 1.442 -0.258  0.3328
12 H -0.858 1.308 -0.672  0.4644
13 H -1.300 1.276 1.039  0.3327
14 H -0.426 -2.130 0.523  0.3003
15 H -0.524 -0.762 1.799  0.3531
16 H 2.660 -1.585 -1.131  0.4005
17 H 2.189 2.230 0.403  0.3139
18 H 2.492 0.939 1.468  0.2844
19 H 3.582 1.165 -0.077  0.2818



6.
Entry from OMol25: a cluster of 2 separate species, C6H11N2 in total (ωB97M-V/def2-TZVPD).

Output
maximum force	6.11	eV/A
orbital gap	6.7	eV
highest occupied orbital energy	-13.020	eV
net charge	+1
calculated total energy	-9370.2187	eV

Each line ends with the Mulliken charge.
Element x y z (Å)
1 C 0.274 -1.852 -1.871  -0.9991
2 C -0.745 -0.832 -1.239  0.1557
3 C -0.595 -0.363 0.021  0.2191
4 C 0.271 -0.889 1.144  -0.4211
5 N 0.208 0.140 2.161  -0.0398
6 C -0.543 1.269 1.838  -0.4288
7 C -1.108 0.937 0.459  -0.3374
8 N 1.423 1.499 -1.540  -0.6307
9 H 0.408 -2.887 -1.424  0.3240
10 H 0.217 -1.767 -2.965  0.3651
11 H -1.698 -0.800 -1.729  0.4081
12 H 2.231 0.906 -1.705  0.2539
13 H 0.847 -1.827 1.244  0.3735
14 H 0.836 -0.213 2.962  0.3228
15 H -0.450 2.222 2.331  0.4022
16 H -1.939 1.493 -0.096  0.3470
17 H 1.209 -1.310 -1.640  0.2720
18 H 0.562 1.176 -1.028  0.1411
19 H 1.035 1.917 -2.402  0.2723



7.
Entry from OMol25: the ion C6H11N2O2 with charge +1 (ωB97M-V/def2-TZVPD).

Output
maximum force	5.40	eV/A
orbital gap	8.7	eV
highest occupied orbital energy	-11.940	eV
net charge	+1
calculated total energy	-13462.8908	eV

Each line ends with the Mulliken charge.
Element x y z (Å)
1 C 0.281 -0.464 0.352  -0.0650
2 C 0.285 0.830 0.177  0.4247
3 C -0.769 -1.398 0.420  -0.6563
4 C -0.976 1.531 -0.092  -0.6768
5 C -2.098 -0.754 0.020  -0.8273
6 C 2.549 -0.657 0.229  -0.2197
7 N 2.631 0.691 0.618  -0.2184
8 N -1.850 0.542 -0.787  -0.1211
9 O 1.591 1.470 0.144  -0.3449
10 O 2.757 -1.003 -1.052  -0.3926
11 H -0.604 -2.271 -0.078  0.3687
12 H -0.751 -1.567 1.418  0.3861
13 H -1.580 1.983 0.779  0.3156
14 H -0.670 2.420 -0.726  0.3607
15 H -2.573 -1.333 -0.630  0.4968
16 H -2.594 -0.617 0.946  0.3111
17 H 2.805 -1.446 0.881  0.4402
18 H 2.860 0.903 1.641  0.2965
19 H -2.697 1.112 -0.895  0.3534
20 H -1.297 0.419 -1.660  0.4289
21 H 2.700 -0.391 -1.705  0.3394



8.
Entry from OMol25: the ion C6H11N2O2 with charge +1 (ωB97M-V/def2-TZVPD).

Output
maximum force	7.36	eV/A
orbital gap	9.2	eV
highest occupied orbital energy	-14.102	eV
net charge	+1
calculated total energy	-13464.7809	eV
SMILES	CC(C)c1[nH]c(=O)o[n+]1C

Each line ends with the Mulliken charge.
Element x y z (Å)
1 C 1.475 -0.211 -0.900  -1.1910
2 C 0.869 0.374 0.367  0.2861
3 C 1.838 1.632 0.698  -1.5398
4 C -0.526 0.505 0.203  0.3705
5 N -1.446 1.288 -0.144  0.0310
6 C -2.773 0.651 -0.104  0.4358
7 O -3.748 1.229 -0.425  -0.3989
8 O -2.655 -0.616 0.312  -0.1807
9 N -1.345 -0.979 0.480  0.1189
10 C -0.879 -2.275 0.022  -0.9803
11 H 1.206 -1.281 -1.058  0.2843
12 H 2.577 -0.075 -0.640  0.3808
13 H 1.320 0.471 -1.787  0.3872
14 H 1.044 -0.370 1.211  0.3271
15 H 2.236 1.970 -0.280  0.3936
16 H 2.698 1.275 1.150  0.4614
17 H 1.417 2.226 1.439  0.4541
18 H -1.221 2.170 -0.468  0.2085
19 H 0.181 -2.454 0.310  0.3791
20 H -0.918 -2.521 -1.001  0.4278
21 H -1.349 -3.008 0.614  0.3444



9.
Entry from OMol25: the ion C6H11N2O2S2 with charge +1 (ωB97M-V/def2-TZVPD).

Output
maximum force	3.88	eV/A
orbital gap	8.5	eV
highest occupied orbital energy	-12.760	eV
net charge	+1
calculated total energy	-35137.9378	eV
SMILES	CCOC(=O)[C@@]1(N)[NH2+]CC(=S)S1

Each line ends with the Mulliken charge.
Element x y z (Å)
1 C -3.076 -0.846 -0.817  -1.2247
2 C -1.734 -0.993 -1.485  -0.3070
3 O -0.724 -0.528 -0.573  -0.3976
4 C -0.341 0.699 -0.750  0.2155
5 O -0.893 1.434 -1.548  -0.5711
6 C 0.720 1.212 0.248  0.6514
7 N 0.532 2.373 1.010  -0.6007
8 N 0.853 0.028 1.289  -0.1097
9 C 1.973 -0.855 1.177  -0.7625
10 C 2.851 -0.423 0.016  0.2359
11 S 4.109 -1.310 -0.406  -0.1288
12 S 2.385 1.063 -0.790  -0.0433
13 H -3.024 -1.416 0.050  0.3663
14 H -3.325 0.188 -0.548  0.3023
15 H -3.853 -1.380 -1.273  0.4519
16 H -1.680 -0.395 -2.340  0.3811
17 H -1.435 -2.014 -1.472  0.3293
18 H 1.487 2.840 1.070  0.3107
19 H -0.103 3.062 0.693  0.2896
20 H 0.027 -0.448 1.157  0.3777
21 H 0.844 0.539 2.190  0.4162
22 H 1.821 -1.902 1.006  0.3912
23 H 2.585 -0.931 2.096  0.4262



10.
Entry from OMol25: a cluster of 2 separate species, C6H11N3 in total (ωB97M-V/def2-TZVPD).

Output
maximum force	1.12	eV/A
orbital gap	9.7	eV
highest occupied orbital energy	-9.379	eV
calculated total energy	-10869.7299	eV
SMILES	[H]/N=C(/C)C(=C)C.N#CN

Each line ends with the Mulliken charge.
Element x y z (Å)
1 H 0.303 1.117 -1.507  0.1387
2 N -0.279 0.924 -0.696  -0.6534
3 C 0.249 0.198 0.203  0.9202
4 C -0.582 -0.126 1.403  -1.7464
5 C 1.622 -0.348 0.132  1.0333
6 C 2.012 -1.366 0.894  -1.1383
7 C 2.549 0.274 -0.874  -1.6002
8 H -0.946 -1.149 1.331  0.3895
9 H 0.001 -0.025 2.316  0.4390
10 H -1.445 0.532 1.447  0.4136
11 H 1.362 -1.847 1.603  0.2894
12 H 3.007 -1.772 0.815  0.2840
13 H 2.243 0.015 -1.889  0.3712
14 H 3.564 -0.086 -0.728  0.3919
15 H 2.547 1.360 -0.782  0.3728
16 N -4.000 -1.138 -0.063  -0.4778
17 C -3.566 -0.145 -0.445  0.4237
18 N -3.074 1.019 -0.802  -0.4423
19 H -3.523 1.472 -1.584  0.2430
20 H -2.046 1.092 -0.774  0.3480



11.
Entry from OMol25: a cluster of 2 separate species, C6H11N3O in total (ωB97M-V/def2-TZVPD).

Output
maximum force	1.22	eV/A
orbital gap	9.4	eV
highest occupied orbital energy	-8.667	eV
calculated total energy	-12918.3546	eV
SMILES	Cc1c[nH]cn1.CC(N)=O

Each line ends with the Mulliken charge.
Element x y z (Å)
1 C -1.775 -0.541 -1.674  -1.4607
2 C -1.153 0.811 -1.622  0.6475
3 C 0.142 1.116 -1.936  -0.2963
4 N 0.391 2.371 -1.453  -0.0791
5 C -0.778 2.813 -0.889  -0.2435
6 N -1.704 1.898 -0.999  -0.5997
7 H -2.519 -0.579 -2.475  0.3400
8 H -2.329 -0.774 -0.766  0.4399
9 H -1.038 -1.316 -1.857  0.3514
10 H 0.956 0.561 -2.388  0.3806
11 H 1.204 2.894 -1.736  0.2103
12 H -0.869 3.518 -0.075  0.3632
13 C 1.757 -1.702 2.754  -1.0283
14 C 0.606 -0.957 2.117  0.6511
15 N 0.233 -1.470 0.906  -0.3362
16 O 0.102 0.021 2.621  -0.6066
17 H 1.807 -1.528 3.822  0.3143
18 H 2.660 -1.188 2.413  0.2753
19 H 1.905 -2.721 2.415  0.3200
20 H -0.411 -1.020 0.279  0.1741
21 H 0.810 -2.206 0.541  0.1827



12.
Entry from OMol25: an isolated molecule of C6H11N3O (ωB97M-V/def2-TZVPD).

Output
maximum force	3.91	eV/A
orbital gap	10.4	eV
highest occupied orbital energy	-9.385	eV
calculated total energy	-12913.4383	eV
SMILES	OCn1n2n1[C@H]1CC[C@@H]2C1

Each line ends with the Mulliken charge.
Element x y z (Å)
1 O -3.696 0.554 -0.090  -0.5368
2 C -2.941 -0.632 -0.031  -0.2166
3 N -1.588 -0.325 0.375  0.1324
4 N -0.764 0.410 -0.567  -0.3470
5 N -0.486 -0.954 -0.261  -0.4985
6 C 0.793 -0.861 0.500  0.0437
7 C 1.735 -0.578 -0.609  -1.0316
8 C 1.651 0.928 -0.751  -0.7704
9 C 0.313 1.173 0.088  -0.3533
10 C 0.726 0.405 1.331  -0.5126
11 H -3.302 1.124 -0.821  0.3346
12 H -3.061 -1.282 -0.994  0.3025
13 H -3.568 -1.076 0.805  0.2191
14 H 0.956 -1.713 1.116  0.6164
15 H 1.535 -0.961 -1.598  0.4008
16 H 2.705 -0.741 -0.418  0.3941
17 H 2.487 1.443 -0.163  0.2531
18 H 1.691 1.388 -1.702  0.3967
19 H 0.011 2.180 0.166  0.6162
20 H 0.018 0.405 2.209  0.2811
21 H 1.735 0.775 1.781  0.2761